{
  "formula": "C30H28F2N5O9RhS2",
  "method": "wB97M-V/def2-TZVPD",
  "species": ["Rh", "F", "C", "C", "C", "C", "C", "F", "C", "C", "C", "C", "C", "C", "N", "H", "H", "H", "H", "H", "H", "C", "O", "C", "O", "N", "N", "H", "H", "H", "H", "H", "H", "C", "C", "C", "C", "C", "C", "C", "S", "O", "O", "N", "C", "C", "C", "O", "O", "H", "H", "H", "H", "H", "H", "H", "H", "H", "H", "H", "H", "O", "C", "N", "S", "O", "O", "C", "C", "C", "C", "C", "C", "H", "H", "H", "H"],
  "coordinates": [[0.543, 0.534, 1.404], [4.401, -1.878, 4.198], [3.419, -0.959, 4.146], [2.651, -0.861, 3.000], [1.653, 0.094, 2.978], [1.386, 0.916, 4.084], [2.215, 0.777, 5.192], [2.030, 1.561, 6.277], [3.236, -0.147, 5.251], [0.210, 1.792, 3.973], [-0.325, 2.609, 4.964], [-1.499, 3.296, 4.705], [-2.123, 3.164, 3.472], [-1.536, 2.350, 2.523], [-0.404, 1.697, 2.773], [2.852, -1.504, 2.154], [3.863, -0.228, 6.126], [0.171, 2.695, 5.915], [-1.926, 3.934, 5.467], [-3.040, 3.685, 3.241], [-1.936, 2.229, 1.525], [-1.950, -2.747, 4.268], [-2.238, -2.743, 2.860], [-1.582, -1.826, 2.151], [-0.789, -1.037, 2.649], [-1.931, -1.861, 0.848], [-1.169, -1.084, -0.014], [-2.497, -3.592, 4.671], [-2.289, -1.819, 4.724], [-0.881, -2.865, 4.435], [-2.479, -2.639, 0.509], [-1.744, -0.487, -0.598], [-0.584, -1.670, -0.602], [-3.357, -4.493, -2.373], [-3.072, -3.074, -2.791], [-1.962, -2.766, -3.571], [-1.728, -1.468, -4.002], [-2.602, -0.460, -3.627], [-3.712, -0.741, -2.841], [-3.938, -2.044, -2.426], [-2.448, 1.182, -4.282], [-3.344, 2.050, -3.560], [-2.624, 1.060, -5.699], [-0.899, 1.626, -3.953], [-0.671, 2.987, -3.421], [-0.911, 3.136, -1.929], [0.121, 2.372, -1.115], [1.289, 2.346, -1.477], [-0.360, 1.809, -0.055], [-2.512, -5.147, -2.585], [-4.222, -4.882, -2.912], [-3.591, -4.561, -1.308], [-1.272, -3.551, -3.856], [-0.878, -1.256, -4.635], [-4.379, 0.062, -2.562], [-4.807, -2.268, -1.820], [-0.357, 0.906, -3.479], [-1.313, 3.668, -3.976], [0.366, 3.227, -3.650], [-1.914, 2.809, -1.664], [-0.813, 4.190, -1.652], [2.673, 1.606, 0.920], [2.737, 0.774, 0.012], [1.805, -0.211, -0.033], [1.792, -1.019, -1.440], [1.865, -2.438, -1.199], [0.720, -0.595, -2.306], [3.339, -0.346, -1.972], [4.092, -0.690, -3.074], [5.289, -0.005, -3.260], [5.697, 0.984, -2.369], [4.922, 1.318, -1.265], [3.736, 0.635, -1.080], [3.767, -1.459, -3.760], [5.912, -0.247, -4.111], [6.633, 1.499, -2.542], [5.222, 2.088, -0.568]],
  "e_homo_ha": [-0.321, -0.319],
  "multiplicity": 1
}

{
  "formula": "C30H28FN3O9Zn",
  "method": "wB97M-V/def2-TZVPD",
  "species": ["Zn", "C", "C", "C", "C", "C", "C", "C", "F", "C", "C", "C", "O", "C", "C", "N", "C", "C", "O", "O", "H", "H", "H", "H", "H", "H", "H", "H", "H", "H", "H", "C", "O", "C", "C", "C", "C", "C", "C", "O", "C", "O", "C", "H", "H", "H", "H", "H", "H", "H", "H", "H", "O", "O", "C", "N", "C", "O", "C", "C", "C", "C", "N", "C", "H", "H", "H", "H", "H", "H", "H", "H"],
  "coordinates": [[0.197, 1.404, 1.215], [-1.696, -6.164, 0.804], [-2.466, -5.332, 1.827], [-2.671, -6.056, 3.153], [-1.336, -6.302, 3.844], [-0.520, -5.035, 3.904], [0.491, -4.889, 4.837], [1.224, -3.713, 4.886], [2.205, -3.619, 5.822], [0.984, -2.665, 4.041], [-0.032, -2.791, 3.089], [-0.280, -1.644, 2.172], [0.418, -0.646, 2.280], [-1.355, -1.843, 1.217], [-2.017, -3.018, 1.222], [-1.791, -4.063, 2.072], [-0.781, -3.973, 3.019], [-1.796, -0.813, 0.168], [-2.711, -1.178, -0.587], [-1.190, 0.285, 0.154], [-2.193, -7.122, 0.631], [-0.678, -6.355, 1.144], [-1.635, -5.627, -0.143], [-3.443, -5.080, 1.410], [-3.196, -6.997, 2.975], [-3.306, -5.436, 3.791], [-0.781, -7.082, 3.312], [-1.498, -6.678, 4.857], [0.711, -5.683, 5.541], [1.541, -1.737, 4.078], [-2.808, -3.150, 0.491], [1.975, 3.498, -5.129], [3.200, 2.995, -4.641], [3.179, 2.461, -3.376], [4.422, 1.980, -2.908], [4.474, 1.448, -1.645], [3.357, 1.354, -0.790], [3.453, 0.802, 0.550], [4.776, 0.258, 1.090], [2.512, 0.733, 1.330], [2.085, 1.833, -1.270], [1.003, 1.808, -0.631], [2.059, 2.391, -2.600], [2.180, 3.887, -6.126], [1.587, 4.300, -4.495], [1.219, 2.710, -5.196], [5.295, 2.048, -3.542], [5.434, 1.092, -1.299], [5.627, 0.302, 0.417], [4.603, -0.779, 1.381], [5.007, 0.814, 1.999], [1.097, 2.758, -2.926], [0.129, 2.190, 2.926], [-3.153, 3.184, -5.583], [-1.943, 3.804, -5.117], [-1.889, 3.773, -3.708], [-2.123, 4.897, -2.933], [-2.438, 5.957, -3.463], [-1.941, 4.726, -1.482], [-2.323, 5.743, -0.599], [-2.098, 5.575, 0.750], [-1.472, 4.423, 1.318], [-1.134, 3.463, 0.393], [-1.347, 3.604, -0.903], [-3.116, 3.164, -6.545], [-1.915, 4.853, -5.415], [-1.087, 3.265, -5.542], [-1.754, 2.891, -3.242], [-2.784, 6.639, -1.006], [-2.390, 6.380, 1.422], [-0.369, 3.015, 2.801], [-0.991, 2.762, -1.493]],
  "e_homo_ha": -0.019,
  "multiplicity": 1,
  "charge": -2
}

{
  "formula": "C30H28FN4O3S2V",
  "method": "wB97M-V/def2-TZVPD",
  "species": ["V", "C", "N", "C", "C", "N", "C", "C", "C", "C", "C", "C", "C", "S", "C", "C", "C", "C", "C", "C", "S", "H", "H", "H", "H", "H", "H", "H", "H", "H", "H", "H", "H", "H", "H", "H", "H", "H", "H", "O", "C", "C", "C", "C", "C", "C", "C", "O", "N", "N", "C", "C", "C", "C", "C", "C", "C", "O", "H", "H", "H", "H", "H", "H", "H", "H", "H", "H", "F"],
  "coordinates": [[0.433, -0.249, -0.435], [-2.626, -1.524, 1.949], [-2.065, -0.192, 1.840], [-1.514, 0.332, 3.073], [-0.182, -0.307, 3.452], [0.942, 0.063, 2.605], [2.060, -0.851, 2.779], [1.331, 1.437, 2.715], [2.079, 1.880, 3.801], [2.490, 3.200, 3.906], [2.145, 4.094, 2.901], [1.397, 3.664, 1.818], [0.968, 2.337, 1.707], [-0.119, 1.920, 0.395], [-2.929, 0.677, 1.122], [-3.788, 1.545, 1.790], [-4.648, 2.386, 1.100], [-4.665, 2.350, -0.285], [-3.814, 1.488, -0.961], [-2.931, 0.647, -0.283], [-1.862, -0.384, -1.236], [-3.548, -1.537, 2.556], [-1.909, -2.203, 2.405], [-2.851, -1.904, 0.952], [-2.198, 0.188, 3.929], [-1.370, 1.407, 2.951], [-0.272, -1.394, 3.404], [0.023, -0.060, 4.510], [2.405, -0.920, 3.824], [2.884, -0.529, 2.147], [1.760, -1.848, 2.456], [2.345, 1.170, 4.576], [3.076, 3.523, 4.757], [2.466, 5.128, 2.955], [1.131, 4.356, 1.030], [-3.777, 1.562, 2.874], [-5.300, 3.060, 1.642], [-5.326, 3.002, -0.844], [-3.799, 1.476, -2.044], [2.060, -0.933, -5.706], [1.988, 0.401, -5.547], [2.362, 1.203, -6.626], [2.309, 2.580, -6.525], [1.884, 3.189, -5.347], [1.516, 2.398, -4.275], [1.561, 1.007, -4.354], [1.158, 0.219, -3.167], [0.820, 0.840, -2.112], [1.165, -1.091, -3.261], [0.782, -1.638, -2.055], [0.631, -2.906, -2.057], [0.296, -3.686, -0.889], [0.167, -5.072, -1.006], [-0.074, -5.867, 0.096], [-0.167, -5.267, 1.350], [-0.045, -3.899, 1.489], [0.167, -3.081, 0.370], [0.264, -1.779, 0.533], [1.755, -1.342, -4.855], [2.689, 0.714, -7.534], [2.603, 3.186, -7.374], [1.841, 4.267, -5.269], [1.183, 2.832, -3.341], [0.797, -3.435, -2.993], [0.267, -5.520, -1.989], [-0.175, -6.939, -0.011], [-0.338, -5.877, 2.229], [-0.107, -3.432, 2.462], [2.205, -0.058, -0.071]],
  "e_homo_ha": [-0.170, -0.171],
  "multiplicity": 2,
  "s2": 0.77,
  "charge": -1
}

Summary of E in hartree
-3217.61556, -3880.71926, -3445.19760
(order as listed above)
Summary of energy above the lowest of the compared OMol25 structures with the same formula, charge and spin in kJ/mol
114.09, 212.84, 0.00
(order as listed above)